Computed, not measured: a molecular structure, C32H72AsF6P2, with ωB97M-V with the def2-TZVPD basis set.

Last column: Mulliken spin population.
Positions of all 113 atoms, in Å:
C 3.065 0.729 -1.404  0.00
C 2.844 -0.863 -1.085  0.00
C 2.448 -1.042 0.448  0.00
C 2.462 -2.498 0.877  0.00
P 2.262 -2.816 2.604  0.00
C 1.820 -4.622 2.847  0.00
C 0.311 -5.005 2.544  0.00
C 0.077 -6.569 2.260  0.00
C 0.111 -7.247 3.611  0.00
C 3.885 -2.376 3.349  0.00
C 5.066 -3.303 2.984  0.00
C 6.510 -2.709 3.185  0.00
C 7.011 -1.569 2.254  0.00
C 0.961 -1.805 3.398  0.00
C -0.373 -1.663 2.785  0.00
C -1.310 -0.651 3.466  0.00
C -1.870 -1.167 4.777  0.00
H 2.223 1.341 -1.080  0.00
H 3.375 0.957 -2.424  0.00
H 3.935 0.971 -0.794  0.00
H 3.883 -1.179 -1.180  0.00
H 2.225 -1.471 -1.744  0.00
H 1.526 -0.559 0.772  0.00
H 3.247 -0.457 0.903  0.00
H 3.282 -3.164 0.608  0.00
H 1.644 -2.999 0.359  0.00
H 2.091 -4.809 3.887  0.00
H 2.572 -5.202 2.313  0.00
H -0.086 -4.445 1.697  0.00
H -0.437 -4.736 3.289  0.00
H 0.851 -7.069 1.678  0.00
H -0.895 -6.612 1.769  0.00
H -0.121 -8.275 3.332  0.00
H -0.647 -6.851 4.286  0.00
H 1.107 -7.208 4.053  0.00
H 3.741 -2.246 4.422  0.00
H 4.052 -1.362 2.986  0.00
H 5.008 -3.778 2.005  0.00
H 5.059 -4.085 3.745  0.00
H 7.172 -3.574 3.219  0.00
H 6.514 -2.350 4.214  0.00
H 6.440 -0.677 2.513  0.00
H 6.846 -1.846 1.213  0.00
H 8.017 -1.193 2.442  0.00
H 1.476 -0.850 3.508  0.00
H 0.934 -2.236 4.398  0.00
H -0.978 -2.566 2.869  0.00
H -0.240 -1.309 1.763  0.00
H -2.192 -0.416 2.870  0.00
H -0.784 0.280 3.678  0.00
H -1.091 -1.691 5.330  0.00
H -2.483 -2.052 4.607  0.00
H -2.442 -0.543 5.464  0.00
C -0.566 -1.133 -5.466  0.13
C -0.431 0.342 -5.138  0.22
C -1.063 0.616 -3.790  0.11
C -0.733 2.109 -3.374  0.16
P -1.675 2.628 -1.844  0.09
C -3.458 2.235 -1.950  -0.01
C -4.076 2.870 -3.245  0.00
C -5.664 2.581 -3.142  0.00
C -6.273 3.267 -4.302  0.00
C -1.019 1.797 -0.349  0.01
C -1.363 2.608 0.974  0.01
C -0.218 3.553 1.467  0.00
C 1.002 2.728 2.084  0.00
C -1.252 4.487 -1.526  0.07
C -1.375 5.469 -2.702  0.01
C -2.174 6.773 -2.361  0.01
C -1.367 7.749 -1.518  0.00
H 0.162 -1.694 -4.881  0.01
H -0.282 -1.293 -6.506  0.09
H -1.587 -1.466 -5.275  -0.01
H -0.937 1.089 -5.749  0.02
H 0.628 0.597 -5.093  0.01
H -0.770 -0.088 -3.011  0.02
H -2.133 0.407 -3.801  -0.01
H -0.936 2.817 -4.178  -0.01
H 0.312 2.344 -3.168  0.00
H -3.791 2.611 -0.983  0.00
H -3.476 1.145 -1.950  0.01
H -3.628 2.532 -4.179  0.00
H -3.796 3.919 -3.150  0.00
H -6.149 2.901 -2.220  0.00
H -6.003 1.548 -3.064  0.00
H -6.059 2.815 -5.270  0.00
H -6.007 4.324 -4.287  0.00
H -7.355 3.194 -4.198  0.00
H 0.051 1.683 -0.523  0.00
H -1.511 0.825 -0.331  0.00
H -1.534 1.833 1.721  0.00
H -2.216 3.274 0.839  0.00
H -0.595 4.170 2.283  0.00
H 0.189 4.276 0.761  0.00
H 0.704 2.085 2.912  0.00
H 1.770 3.329 2.572  0.00
H 1.562 2.297 1.254  0.00
H -0.219 4.413 -1.186  0.00
H -2.008 4.728 -0.779  0.02
H -1.950 5.049 -3.527  0.01
H -0.433 5.770 -3.162  0.00
H -3.069 6.477 -1.815  0.00
H -2.500 7.315 -3.249  0.00
H -1.875 8.709 -1.436  0.00
H -0.355 7.926 -1.882  0.00
H -1.260 7.282 -0.538  0.00
As -1.590 -2.930 -1.275  0.00
F -1.870 -3.156 0.474  0.00
F -3.087 -3.848 -1.496  0.00
F -1.441 -2.660 -3.022  0.00
F -0.144 -1.941 -0.856  0.00
F -0.541 -4.389 -1.337  0.00
F -2.672 -1.468 -1.126  0.00

Values from the calculation:
<S²>: 0.75
LUMO level (spin up / spin down) (eV): -4.556 / -12.441
HOMO-LUMO gap (spin up / spin down) (hartree): 0.3633 / 0.0736
E_HOMO (spin up / spin down) (eV): -14.443 / -14.443
2S+1: 2
Total charge: +2



Computed, not measured: 3 unconnected molecules or ions with the total composition C32H72F2NO4P2S2, with ωB97M-V with the def2-TZVPD basis set.

Last column: Löwdin charge in e.
Positions of all 115 atoms, in Å:
C -2.042 2.072 -0.129  -0.10
C -2.040 0.974 -1.201  -0.24
C -2.574 -0.325 -0.643  -0.24
C -1.498 -1.375 -0.371  -0.25
P -2.135 -2.842 0.563  1.09
C -3.074 -2.501 2.104  -0.25
C -4.601 -2.800 2.137  -0.24
C -5.361 -2.461 3.423  -0.26
C -5.475 -0.971 3.729  -0.09
C -0.771 -4.003 0.835  -0.30
C -1.100 -5.340 1.471  -0.21
C 0.124 -6.205 1.977  -0.24
C 1.005 -5.816 3.204  -0.08
C -3.331 -3.697 -0.641  -0.23
C -2.657 -4.176 -1.924  -0.30
C -3.408 -5.249 -2.536  -0.28
C -3.747 -6.438 -1.615  -0.08
H -1.220 1.916 0.570  0.06
H -3.052 2.060 0.280  0.08
H -2.049 3.110 -0.462  0.07
H -1.020 0.891 -1.575  0.08
H -2.706 1.344 -1.981  0.11
H -3.222 -0.750 -1.410  0.10
H -3.312 -0.123 0.134  0.11
H -0.654 -0.882 0.111  0.05
H -0.944 -1.816 -1.200  0.09
H -3.066 -1.411 2.097  0.06
H -2.393 -2.695 2.932  0.09
H -4.845 -3.847 1.955  0.10
H -5.167 -2.346 1.323  0.11
H -4.726 -2.848 4.220  0.11
H -6.355 -2.909 3.401  0.11
H -6.240 -0.595 3.049  0.07
H -4.508 -0.521 3.506  0.06
H -5.773 -0.770 4.758  0.08
H -0.057 -3.540 1.516  0.06
H -0.112 -4.026 -0.033  0.10
H -1.659 -5.949 0.761  0.09
H -1.840 -5.168 2.253  0.11
H 0.797 -6.383 1.138  0.10
H -0.206 -7.213 2.231  0.10
H 0.310 -5.587 4.012  0.07
H 1.582 -4.936 2.922  0.07
H 1.487 -6.777 3.385  0.08
H -4.161 -3.008 -0.797  0.09
H -3.802 -4.469 -0.033  0.07
H -1.638 -4.546 -1.812  0.11
H -2.546 -3.306 -2.572  0.12
H -2.921 -5.339 -3.506  0.12
H -4.356 -4.746 -2.727  0.11
H -4.523 -6.289 -0.864  0.08
H -2.785 -6.764 -1.221  0.07
H -4.033 -7.264 -2.265  0.08
C 0.965 6.999 -4.447  -0.12
C 2.225 6.447 -3.789  -0.23
C 1.821 5.344 -2.714  -0.24
C 2.934 4.937 -1.752  -0.30
P 2.826 3.441 -0.723  1.06
C 2.042 3.779 0.893  -0.21
C 0.890 4.879 0.754  -0.22
C 0.324 5.314 2.115  -0.25
C -0.367 4.304 2.983  -0.10
C 1.924 2.121 -1.672  -0.24
C 2.438 1.643 -3.081  -0.20
C 1.574 0.429 -3.467  -0.25
C 1.999 -0.833 -2.728  -0.07
C 4.614 2.853 -0.531  -0.22
C 4.609 1.478 0.246  -0.23
C 5.911 0.723 0.057  -0.24
C 5.577 -0.544 -0.752  -0.10
H 1.254 7.684 -5.245  0.08
H 0.575 7.678 -3.689  0.07
H 0.162 6.316 -4.723  0.08
H 2.571 7.305 -3.214  0.10
H 3.000 6.095 -4.470  0.11
H 1.540 4.436 -3.247  0.08
H 0.932 5.601 -2.138  0.10
H 3.009 5.832 -1.136  0.10
H 3.841 4.916 -2.356  0.10
H 2.769 4.159 1.611  0.11
H 1.731 2.780 1.198  0.07
H 0.045 4.740 0.080  0.10
H 1.380 5.695 0.222  0.08
H -0.180 6.266 1.947  0.11
H 1.242 5.646 2.599  0.10
H 0.248 3.485 3.356  0.06
H -1.226 3.775 2.573  0.07
H -0.724 4.655 3.951  0.08
H 0.901 2.484 -1.770  0.09
H 1.998 1.338 -0.918  0.05
H 3.472 1.303 -3.029  0.10
H 2.199 2.349 -3.876  0.10
H 1.473 0.458 -4.552  0.11
H 0.557 0.629 -3.129  0.08
H 1.255 -1.083 -1.972  0.05
H 2.871 -0.580 -2.126  0.05
H 2.140 -1.709 -3.362  0.08
H 5.130 3.730 -0.140  0.09
H 5.037 2.758 -1.531  0.09
H 3.787 0.891 -0.165  0.07
H 4.531 1.713 1.307  0.12
H 6.426 0.430 0.971  0.11
H 6.601 1.310 -0.550  0.10
H 6.447 -1.128 -1.053  0.08
H 5.098 -0.273 -1.692  0.06
H 4.953 -1.209 -0.155  0.08
N -0.180 -1.272 2.459  -0.27
S 1.397 -0.893 1.982  0.57
O 2.545 -1.104 2.827  -0.24
O 1.512 0.296 1.183  -0.31
F 1.573 -2.046 0.840  -0.21
S -0.240 -0.201 3.465  0.45
O -0.543 1.168 3.049  -0.29
O 0.641 -0.389 4.675  -0.29
F -1.656 -0.691 4.072  -0.21

Values from the calculation:
Energy above the lowest of the compared OMol25 structures with the same formula, charge and spin (kJ/mol): 424.9
LUMO level (eV): -1.621
HOMO-LUMO gap (hartree): 0.3802
E_HOMO (eV): -11.968
Total charge: +1



Computed, not measured: 5 unconnected molecules or ions with the total composition C32H72N5O3, with ωB97M-V with the def2-TZVPD basis set.

Last column: Löwdin charge in e.
Positions of all 112 atoms, in Å:
C -25.169 11.661 2.284  -0.09
C -24.641 10.245 1.850  -0.20
C -23.113 10.086 2.191  -0.07
N -22.381 8.699 1.835  -0.19
C -21.882 8.679 0.390  0.02
C -21.119 8.522 2.813  -0.04
C -21.581 7.583 3.945  -0.14
C -23.027 7.397 3.729  -0.19
C -23.176 7.462 2.269  -0.13
H -24.489 12.471 2.022  0.08
H -25.364 11.772 3.351  0.08
H -26.138 11.953 1.879  0.08
H -24.952 10.223 0.805  0.10
H -25.212 9.525 2.435  0.10
H -23.048 10.164 3.276  0.12
H -22.535 10.935 1.825  0.13
H -21.140 7.882 0.340  0.07
H -21.403 9.652 0.284  0.10
H -22.725 8.604 -0.298  0.10
H -20.329 8.127 2.174  0.10
H -20.787 9.482 3.208  0.13
H -21.045 6.634 3.946  0.12
H -21.439 8.102 4.893  0.13
H -23.414 6.428 4.047  0.13
H -23.746 8.024 4.256  0.13
H -22.779 6.638 1.676  0.12
H -24.191 7.545 1.882  0.13
C -11.817 0.707 1.535  -0.06
C -13.112 1.618 1.364  -0.20
C -14.159 1.220 2.471  -0.08
N -15.515 2.104 2.507  -0.20
C -16.176 1.971 1.121  0.04
C -15.205 3.570 3.019  -0.05
C -16.558 4.049 3.563  -0.17
C -17.350 2.844 3.882  -0.18
C -16.511 1.603 3.564  -0.09
H -11.098 1.092 2.258  0.08
H -11.258 0.694 0.600  0.08
H -12.138 -0.285 1.854  0.08
H -13.612 1.314 0.445  0.09
H -12.968 2.685 1.191  0.10
H -13.785 1.222 3.495  0.13
H -14.508 0.215 2.236  0.13
H -16.635 0.984 1.064  0.11
H -15.524 2.335 0.326  0.11
H -17.086 2.564 1.216  0.07
H -14.871 4.232 2.220  0.13
H -14.485 3.486 3.833  0.14
H -17.059 4.459 2.687  0.09
H -16.373 4.814 4.318  0.13
H -18.306 2.893 3.360  0.09
H -17.751 2.928 4.892  0.13
H -17.173 0.759 3.369  0.13
H -16.031 1.204 4.457  0.13
C -24.269 0.647 4.779  -0.08
C -23.984 0.933 3.238  -0.18
C -22.567 1.627 3.020  -0.10
N -22.378 2.129 1.578  -0.24
C -20.915 2.555 1.469  0.02
C -23.301 3.332 1.173  -0.04
C -23.214 3.344 -0.400  -0.12
C -22.657 1.932 -0.785  -0.14
C -22.656 1.119 0.465  -0.09
H -24.304 1.570 5.357  0.07
H -23.596 0.063 5.406  0.07
H -25.197 0.102 4.955  0.08
H -24.757 1.615 2.883  0.09
H -24.040 0.043 2.611  0.10
H -21.978 0.823 3.462  0.13
H -22.343 2.472 3.671  0.13
H -20.784 3.292 2.262  0.10
H -20.721 3.180 0.598  0.08
H -20.334 1.632 1.440  0.12
H -22.858 4.186 1.685  0.11
H -24.345 3.225 1.469  0.12
H -22.503 4.072 -0.790  0.09
H -24.191 3.711 -0.714  0.12
H -21.693 2.071 -1.275  0.12
H -23.332 1.592 -1.570  0.13
H -21.994 0.253 0.484  0.15
H -23.660 0.841 0.787  0.12
C -16.633 8.065 -2.390  -0.10
C -17.825 8.634 -3.117  -0.20
C -18.771 7.458 -3.707  -0.08
N -20.102 7.860 -4.393  -0.24
C -19.681 8.740 -5.621  0.03
C -20.930 6.599 -4.895  -0.03
C -22.422 6.835 -4.420  -0.14
C -22.383 7.859 -3.328  -0.15
C -21.071 8.766 -3.455  0.00
H -16.161 7.339 -3.052  0.08
H -16.774 7.563 -1.433  0.08
H -15.835 8.791 -2.231  0.09
H -17.599 9.260 -3.980  0.10
H -18.229 9.388 -2.441  0.10
H -19.269 6.881 -2.928  0.11
H -18.290 6.843 -4.468  0.13
H -20.599 8.789 -6.206  0.11
H -18.933 8.160 -6.161  0.11
H -19.279 9.665 -5.209  0.10
H -20.966 6.663 -5.982  0.12
H -20.325 5.773 -4.519  0.12
H -22.874 7.200 -5.342  0.12
H -22.979 5.922 -4.210  0.12
H -23.302 8.437 -3.421  0.12
H -22.420 7.462 -2.313  0.09
H -21.276 9.661 -4.043  0.12
H -20.572 8.963 -2.507  0.10
N -19.384 5.390 0.411  -0.71
O -18.498 4.541 0.456  -0.05
O -20.118 5.482 -0.526  -0.03
O -19.574 5.943 1.455  -0.03

Values from the calculation:
Energy above the lowest of the compared OMol25 structures with the same formula, charge and spin (kJ/mol): 336.1
LUMO level (eV): -5.733
HOMO-LUMO gap (hartree): 0.3352
E_HOMO (eV): -14.854
Total charge: +3



Computed, not measured: 11 unconnected molecules or ions with the total composition C32H72N8O17S2, with ωB97M-V with the def2-TZVPD basis set.

Last column: Löwdin charge in e.
Positions of all 131 atoms, in Å:
C 7.790 1.864 9.626  -0.01
C 8.632 0.943 8.751  -0.55
O 9.322 1.469 7.887  0.03
N 8.323 -0.370 8.914  0.00
C 8.711 -1.440 7.984  -0.06
H 7.342 1.256 10.411  0.06
H 6.991 2.215 8.973  0.09
H 8.328 2.679 10.111  0.08
H 7.537 -0.581 9.511  0.12
H 9.518 -1.940 8.520  0.08
H 8.978 -1.092 6.986  0.09
H 7.934 -2.197 7.873  0.08
C 6.192 3.946 0.064  -0.02
C 6.912 4.319 1.308  -0.56
O 6.379 4.154 2.388  0.04
N 8.196 4.796 1.143  0.00
C 9.076 5.168 2.247  -0.08
H 6.590 3.072 -0.452  0.08
H 6.278 4.802 -0.605  0.08
H 5.131 3.754 0.227  0.08
H 8.502 5.174 0.258  0.13
H 8.715 4.612 3.112  0.08
H 9.167 6.250 2.346  0.08
H 10.055 4.697 2.160  0.07
C 18.258 3.670 6.548  0.00
C 18.426 5.201 6.515  -0.59
O 19.318 5.621 7.223  0.02
N 17.614 5.947 5.759  0.01
C 17.945 7.359 5.524  -0.05
H 18.920 3.190 5.827  0.08
H 17.218 3.496 6.272  0.06
H 18.432 3.448 7.601  0.08
H 17.073 5.382 5.120  0.13
H 18.955 7.634 5.828  0.08
H 17.190 7.985 6.000  0.08
H 17.830 7.456 4.444  0.08
C 8.559 9.800 -3.714  0.00
C 9.460 9.348 -2.576  -0.58
O 9.339 8.215 -2.186  0.04
N 10.297 10.257 -2.034  0.00
C 11.086 10.106 -0.828  -0.07
H 8.552 9.042 -4.497  0.08
H 9.049 10.726 -4.014  0.07
H 7.534 9.891 -3.355  0.09
H 10.350 11.161 -2.481  0.13
H 10.559 10.551 0.016  0.08
H 12.042 10.617 -0.945  0.08
H 11.295 9.088 -0.499  0.08
C 1.911 11.307 6.656  0.01
C 3.052 10.300 6.974  -0.54
O 3.361 10.036 8.146  0.00
N 3.743 9.867 5.926  0.00
C 4.865 8.904 5.932  -0.05
H 2.094 12.220 7.221  0.08
H 0.908 10.961 6.908  0.08
H 1.990 11.498 5.586  0.06
H 3.540 10.200 4.994  0.13
H 4.664 8.110 5.213  0.08
H 4.884 8.418 6.908  0.08
H 5.834 9.317 5.653  0.08
C 17.225 4.494 12.609  0.00
C 15.812 4.255 12.118  -0.60
O 15.008 5.153 12.120  0.04
N 15.540 3.051 11.616  0.00
C 14.186 2.609 11.241  -0.06
H 17.626 3.611 13.106  0.07
H 17.295 5.358 13.270  0.08
H 17.910 4.706 11.788  0.08
H 16.330 2.453 11.419  0.13
H 13.455 3.042 11.924  0.08
H 14.077 1.526 11.308  0.08
H 13.951 2.983 10.245  0.08
C 12.763 9.776 13.077  -0.01
C 11.718 9.296 14.083  -0.59
O 11.094 10.037 14.811  0.05
N 11.585 7.974 14.084  0.00
C 10.638 7.194 14.926  -0.05
H 12.417 9.762 12.044  0.08
H 13.716 9.295 13.298  0.08
H 13.081 10.785 13.338  0.08
H 12.251 7.467 13.519  0.13
H 10.958 7.336 15.958  0.08
H 10.806 6.127 14.782  0.07
H 9.582 7.437 14.804  0.08
C 22.468 9.830 8.784  -0.01
C 21.294 10.456 9.528  -0.56
O 21.418 11.618 9.931  0.02
N 20.245 9.684 9.770  0.01
C 19.005 9.987 10.480  -0.06
H 22.379 10.055 7.721  0.08
H 22.604 8.757 8.922  0.07
H 23.400 10.288 9.113  0.08
H 20.201 8.760 9.364  0.13
H 18.581 9.117 10.982  0.08
H 18.314 10.490 9.804  0.08
H 19.102 10.655 11.336  0.08
C 7.714 12.824 8.466  -0.15
C 6.704 14.024 8.417  -0.15
O 7.544 15.192 8.495  -0.23
S 9.141 14.907 8.926  0.76
O 9.436 15.689 10.115  -0.24
O 10.091 14.999 7.780  -0.27
O 8.834 13.307 9.252  -0.23
H 8.135 12.577 7.491  0.12
H 7.284 11.924 8.905  0.13
H 6.048 14.004 9.288  0.13
H 6.101 14.019 7.510  0.13
C 12.611 6.738 7.161  -0.22
C 11.316 7.147 7.886  -0.14
O 10.957 8.426 7.330  -0.21
S 12.206 9.117 6.532  0.73
O 13.183 9.746 7.435  -0.25
O 11.712 9.842 5.368  -0.24
O 12.734 7.615 6.094  -0.20
H 12.386 5.738 6.791  0.13
H 13.532 6.710 7.743  0.13
H 11.631 7.406 8.897  0.12
H 10.548 6.374 7.857  0.14
C 17.393 14.486 5.295  -0.16
C 18.088 14.218 3.984  -0.16
C 16.953 13.952 3.004  -0.23
O 15.901 14.680 3.540  -0.16
C 15.913 14.665 4.935  -0.20
H 17.733 15.420 5.742  0.11
H 17.481 13.632 5.966  0.11
H 18.668 13.298 4.070  0.11
H 18.647 15.048 3.553  0.11
H 16.564 12.935 2.950  0.12
H 17.105 14.313 1.987  0.12
H 15.351 13.756 5.150  0.11
H 15.422 15.532 5.378  0.12

Values from the calculation:
Energy above the lowest of the compared OMol25 structures with the same formula, charge and spin (kJ/mol): 377.2
LUMO level (eV): -0.079
HOMO-LUMO gap (hartree): 0.3331
E_HOMO (eV): -9.142
SMILES string: O=S1(=O)OCCO1.O=S1(=O)OCCO1.CNC(C)=O.CNC(C)=O.CNC(C)=O.CNC(C)=O.CNC(C)=O.CNC(C)=O.CNC(C)=O.CNC(C)=O.C1CCOC1